The following is a quantum chemistry calculation of a cluster of 2 separate species, C2H9NPS in total at a distorted geometry, from the OMol25 dataset.

Calculated values
Orbital gap   8.474 eV
Calculated total energy   -875.48895 a.u.
Charge   +1
E_LUMO   -5.19 eV
Largest force on an atom   4.080 eV/A
Energy above the lowest of the compared OMol25 structures with the same formula, charge and spin   366.4 kJ/mol

Last column: Löwdin charge in e.
Geometry (Å):
1 C 0.284 1.094 -0.130  -0.54
2 C -0.031 -0.208 0.516  -0.72
3 N 0.946 -1.256 0.123  0.12
4 P -1.737 -0.880 0.730  0.86
5 S 0.243 0.811 -1.982  0.73
6 H -0.449 1.853 0.124  0.08
7 H 1.281 1.456 0.118  0.07
8 H 0.519 0.052 2.387  0.25
9 H 0.732 -2.144 0.597  0.16
10 H 1.911 -0.973 0.340  0.17
11 H 0.887 -1.397 -0.902  0.13
12 H -2.073 -0.755 -0.626  -0.09
13 H -2.290 0.350 1.037  -0.08
14 H -0.223 1.997 -2.333  -0.13